# 1
The molecule C11H16N4O3 in a non-equilibrium geometry, computed with ωB97M-V/def2-TZVPD.

## Properties
HOMO level ... -9.2 eV
SMILES ... N[C@@H](Cc1c[nH]cn1)C(=O)N1CCC[C@H]1C(=O)O
ΔE to the lowest compared entry with this formula, charge and spin ... 2.575 eV
Multiplicity ... 1

Structure (XYZ):
```
34
Properties=species:S:1:pos:R:3:forces:R:3:nbo_charge:R:1
N -0.637 0.662 -1.849 -1.3063 -0.7522 -0.1713 -0.859
C -0.600 -0.260 -0.709 -1.9057 1.7583 2.2616 -0.142
C -1.919 -0.992 -0.507 0.3167 -4.1062 -1.3915 -0.434
C -3.065 -0.242 0.001 -0.7632 0.9616 -0.4788 0.063
C -3.688 -0.429 1.216 -0.2889 1.4719 -1.6946 -0.110
N -4.742 0.481 1.182 -1.6707 0.0214 1.1827 -0.540
C -4.714 1.102 -0.029 -0.2957 0.3592 -0.5372 0.190
N -3.743 0.760 -0.845 0.6655 -2.1127 3.3637 -0.464
C 0.608 -1.134 -0.766 -0.6370 0.5747 -0.7392 0.667
O 0.585 -2.157 -1.420 0.0545 -0.8842 -0.0623 -0.621
N 1.694 -0.682 -0.145 0.9035 1.9454 1.0568 -0.416
C 2.816 -1.555 -0.051 2.7597 -0.6496 0.0768 -0.220
C 4.000 -0.751 0.608 -2.7205 1.8794 0.1984 -0.401
C 3.143 0.297 1.445 1.4485 -0.1503 1.3976 -0.425
C 1.948 0.653 0.561 1.2085 -0.9832 -1.6051 -0.142
C 2.255 1.858 -0.346 0.0402 0.9934 1.2332 0.768
O 3.129 2.643 -0.055 0.2615 -0.7269 -0.5575 -0.582
O 1.304 2.200 -1.179 -1.4451 -0.0346 -0.4657 -0.697
H -1.283 1.468 -1.661 -0.0143 -1.5723 -0.5591 0.398
H -1.012 -0.004 -2.570 0.4443 1.7907 0.1172 0.407
H -0.608 0.334 0.244 0.5783 -0.1289 -0.7629 0.191
H -1.715 -1.926 0.133 -0.3051 1.4701 -0.4477 0.235
H -2.251 -1.539 -1.475 0.6458 1.0599 1.1086 0.229
H -3.502 -1.057 2.062 0.1562 -0.1809 0.0656 0.229
H -5.548 0.562 1.884 1.9827 -0.1599 -1.6477 0.430
H -5.476 1.802 -0.319 -0.1831 0.2016 0.1629 0.195
H 2.534 -2.459 0.450 -0.1198 -0.4658 0.7764 0.201
H 3.181 -1.918 -0.998 -0.2655 0.1074 -0.7134 0.214
H 4.466 -0.155 -0.181 0.1732 -0.1981 0.0078 0.209
H 4.782 -1.186 1.223 -0.3564 -0.6350 -0.1363 0.230
H 2.818 -0.111 2.385 -0.8084 -1.2339 0.1656 0.208
H 3.809 1.031 1.976 -0.7651 0.4190 -1.7474 0.254
H 1.015 1.046 0.916 -0.3229 -0.3962 1.4268 0.228
H 0.416 1.655 -1.184 2.5344 0.3567 -0.8839 0.506
```
Forces are in eV/Å.

***

# 2
The ion C11H16NS2 with charge +1 in a non-equilibrium geometry, computed with ωB97M-V/def2-TZVPD.

## Properties
HOMO level ... -12.5 eV
Net charge ... +1
ΔE to the lowest compared entry with this formula, charge and spin ... 1.557 eV
Multiplicity ... 1

Structure (XYZ):
```
30
Properties=species:S:1:pos:R:3:forces:R:3:nbo_charge:R:1
C 2.600 -1.864 0.520 1.3082 0.6317 -0.1395 -0.202
C 3.913 -1.816 0.098 -1.9771 0.0873 0.8478 -0.383
C 1.920 -0.604 0.352 1.8982 0.2013 -0.6665 -0.276
C 2.774 0.350 -0.271 0.4336 -0.0439 1.7150 0.009
C 2.233 1.738 -0.561 3.1696 -0.2259 -1.5699 -0.458
C 1.282 2.165 0.468 -0.1049 -1.4590 1.5081 -0.397
C 0.174 1.143 0.603 -1.2239 0.1052 -1.3944 -0.554
C -2.069 -0.748 1.054 -1.3148 -2.5105 0.6998 -0.567
C -2.882 -0.429 -0.198 -1.1691 -1.9292 1.2420 -0.072
C 0.594 -0.270 0.673 -0.3173 -0.4005 -0.7351 0.105
C -2.616 -1.329 -1.381 -1.9346 -1.4456 -0.8247 -0.644
N -2.589 0.928 -0.520 -0.8044 0.8443 -3.7552 -0.842
S 4.420 -0.263 -0.441 -2.4042 0.5359 -0.4095 0.553
S -0.510 -1.552 0.859 1.3705 0.4289 -0.1646 0.525
H 2.181 -2.648 1.122 -0.0398 -0.5564 -0.2624 0.244
H 4.593 -2.625 0.154 0.6445 -0.4708 0.0823 0.258
H 3.135 2.503 -0.651 -2.0505 -1.5829 -0.4977 0.258
H 1.660 1.461 -1.491 0.6722 1.3537 0.1874 0.244
H 1.719 2.340 1.465 0.2892 -0.2200 -0.3942 0.221
H 0.815 3.056 0.221 -0.7585 1.9043 -0.7054 0.236
H -0.333 1.457 1.490 -0.8869 -0.2986 0.7133 0.258
H -0.678 1.191 -0.239 1.7175 0.0537 1.5950 0.331
H -1.940 0.120 1.613 0.1562 1.3851 1.1599 0.237
H -2.570 -1.510 1.721 0.0794 0.8881 -0.7039 0.256
H -3.960 -0.668 0.079 1.0287 0.8414 -0.0520 0.199
H -2.013 -0.784 -2.086 0.5989 -0.3252 -0.4694 0.214
H -3.615 -1.574 -1.870 1.1927 0.7010 0.2623 0.240
H -2.271 -2.365 -1.178 0.3732 0.9085 0.1307 0.236
H -2.781 1.036 -1.589 0.2231 0.2816 2.6339 0.385
H -3.188 1.564 -0.016 -0.1694 0.3165 -0.0328 0.387
```
Forces are in eV/Å.

***

# 3
A structure of composition C11H16O2S in a non-equilibrium geometry, computed with ωB97M-V/def2-TZVPD.

## Properties
HOMO level ... -8.3 eV
ΔE to the lowest compared entry with this formula, charge and spin ... 2.833 eV
Multiplicity ... 1

Structure (XYZ):
```
30
Properties=species:S:1:pos:R:3:forces:R:3:nbo_charge:R:1
C 3.163 -1.128 -1.350 -0.3194 -0.4392 2.6596 -0.319
C 3.836 -0.696 -0.271 0.0065 0.4324 1.9516 0.133
C 0.875 0.415 -0.381 0.3193 -2.9419 -1.0070 -0.277
C 0.533 1.367 0.439 0.0849 1.7681 -0.2302 0.041
C 1.962 -1.875 -0.868 -0.9959 0.2079 1.8606 -0.314
C 2.085 -1.769 0.678 -0.5192 -0.0603 -0.6097 0.061
C 0.946 -1.032 0.004 -0.2597 -1.4821 -0.8357 -0.116
C 0.334 2.787 -0.034 -0.3881 1.9577 -1.5688 -0.651
C 0.188 1.126 1.855 -1.6447 1.1364 2.1258 -0.669
C -3.463 -1.314 -0.523 0.3090 -1.9022 0.3541 -0.639
C -2.007 -0.888 -0.537 0.9654 0.1149 0.6996 -0.565
O -1.341 -2.150 1.736 0.0986 -0.3462 -0.2975 -0.939
O 3.253 -1.096 0.984 1.2572 1.2834 -1.9716 -0.489
S -0.956 -2.274 0.308 1.4221 3.4255 -0.7424 1.146
H 3.493 -1.060 -2.327 0.4623 0.2923 -1.7164 0.231
H 4.723 -0.036 -0.050 -1.0805 -0.9722 -0.8311 0.219
H 1.089 0.498 -1.457 -0.1541 0.7095 0.5881 0.216
H 1.546 -2.780 -1.274 0.3214 -0.1897 -0.4926 0.231
H 1.991 -2.563 1.408 -0.7380 -0.1507 -0.2687 0.218
H -0.784 2.935 0.022 1.0312 0.3560 0.0925 0.218
H 0.854 3.607 0.537 -0.6729 -1.1276 0.1844 0.225
H 0.628 3.140 -1.113 -0.4845 -1.5979 1.6396 0.223
H -0.854 0.656 2.000 1.5238 0.4844 -0.4059 0.239
H 0.907 0.468 2.415 -0.5830 0.8150 -0.5300 0.249
H 0.053 2.194 2.323 0.5991 -2.1682 -0.2933 0.216
H -4.088 -0.450 -0.703 -0.3194 -0.0297 -0.4371 0.222
H -3.593 -2.173 -1.276 -0.3649 1.3576 1.1456 0.210
H -3.719 -1.665 0.545 0.3596 0.2941 -1.6715 0.233
H -1.915 -0.053 0.166 0.3112 -0.2244 0.1335 0.219
H -1.543 -0.476 -1.472 -0.5470 -1.0028 0.4744 0.230
```
Forces are in eV/Å.

***

# 4
The molecule C11H16O4 in a non-equilibrium geometry, computed with ωB97M-V/def2-TZVPD.

## Properties
HOMO level ... -9.6 eV
SMILES ... CC1=CC(C)(C)[C@H](C(=O)O)[C@@H](C(=O)O)C1
ΔE to the lowest compared entry with this formula, charge and spin ... 11.994 eV
Multiplicity ... 1

Structure (XYZ):
```
31
Properties=species:S:1:pos:R:3:forces:R:3:nbo_charge:R:1
C 0.879 3.280 -0.975 -5.8687 -0.7812 -4.1224 -0.590
C 0.728 2.002 -0.315 -6.7641 2.0405 -0.8619 0.055
C 1.684 1.367 0.218 -3.8605 -5.6952 2.5370 -0.202
C 1.278 -0.030 0.955 -1.9896 0.5082 -3.7841 -0.048
C 0.720 0.124 2.240 -3.5377 3.6934 8.3951 -0.663
C 2.449 -0.804 1.032 4.5311 -1.5761 3.9996 -0.610
C 0.166 -0.987 0.088 -6.3204 6.4882 11.7807 -0.302
C 0.834 -1.518 -0.857 1.5658 -15.0194 -3.0988 0.709
O 0.995 -2.807 -0.991 0.1736 2.8011 1.6041 -0.680
O 1.117 -0.885 -1.813 5.3970 4.6459 -11.1271 -0.622
C -1.028 -0.009 -0.324 8.2808 2.8313 -5.8966 -0.367
C -2.230 -0.250 0.100 -12.9080 -5.8308 8.6951 0.772
O -2.560 -0.805 1.357 2.1553 3.5473 -7.2161 -0.664
O -3.377 -0.055 -0.769 -0.6496 -0.2753 3.9732 -0.703
C -0.861 1.684 -0.136 10.3491 -9.2547 -12.0232 -0.284
H 1.803 3.502 -0.928 6.6911 2.1814 -0.0876 0.194
H 0.290 4.059 -0.551 -0.5475 0.6014 0.5794 0.214
H 0.525 3.282 -2.147 0.9051 -0.2726 2.7555 0.202
H 2.599 1.734 0.154 4.4060 0.9423 -0.0363 0.206
H -0.351 0.654 2.418 2.1073 -1.2771 -1.3491 0.245
H 0.547 -0.747 3.134 1.1545 1.7559 -3.1249 0.258
H 1.346 1.009 2.780 -0.9541 -2.2103 -0.8030 0.219
H 2.314 -1.867 1.501 0.2385 1.9529 -0.9915 0.240
H 3.123 -0.138 1.839 -0.9930 -2.0674 -2.2230 0.208
H 2.910 -0.842 0.071 0.9805 -0.3467 -0.4537 0.209
H -0.282 -1.712 0.897 1.1586 1.2537 -1.7959 0.303
H 1.665 -1.568 -2.552 -2.4163 2.3900 3.2601 0.531
H -0.947 -0.097 -1.494 -0.8133 0.4924 2.0254 0.275
H -4.307 -0.187 -0.133 4.3910 0.3441 -2.3157 0.522
H -1.542 2.131 -0.753 -0.8990 0.8975 -3.4388 0.216
H -1.235 2.006 0.557 -5.9636 5.2394 15.1446 0.158
```
Forces are in eV/Å.